117
Properties=species:S:1:pos:R:3:lowdin_spin:R:1 method="wB97M-V/def2-TZVPD" charge=-1 gap_ev="1.44 / 9.19" spin_multiplicity=2
C 0.76 -1.57 4.74 0.003
C -0.26 -0.44 4.59 0.016
O -1.07 -0.55 3.47 0.002
H 1.27 -1.42 5.69 0.002
H 1.61 -1.68 4.06 0.000
H 0.16 -2.46 4.92 0.000
H 0.24 0.52 4.61 0.011
H -0.93 -0.47 5.45 0.003
H -1.10 0.32 3.07 0.001
C 2.55 3.56 -1.83 0.017
C 4.01 3.55 -2.37 0.017
O 4.74 2.44 -1.88 0.009
H 1.95 2.72 -2.18 0.001
H 1.96 4.41 -2.20 0.006
H 2.42 3.39 -0.76 0.003
H 4.50 4.51 -2.21 0.007
H 3.96 3.27 -3.42 0.001
H 5.55 2.79 -1.51 0.003
C -1.66 2.46 -3.22 0.003
C -1.61 3.95 -3.57 0.008
O -2.83 4.42 -2.99 0.006
H -1.11 1.86 -3.95 0.001
H -2.66 2.03 -3.31 0.000
H -1.29 2.26 -2.22 0.000
H -1.48 4.20 -4.62 0.002
H -0.77 4.52 -3.16 0.003
H -3.57 4.30 -3.59 0.001
C -0.01 -1.44 -0.31 0.001
C -0.25 0.05 -0.13 0.001
O 0.91 0.92 -0.12 0.002
H 0.09 -1.92 0.66 0.000
H 0.89 -1.55 -0.91 0.000
H -0.88 -1.87 -0.80 0.000
H -0.90 0.32 0.70 0.000
H -0.81 0.48 -0.96 0.000
H 1.25 1.06 -1.01 0.001
C -3.96 1.49 3.67 0.010
C -2.85 2.49 3.41 0.032
O -1.91 1.94 2.52 0.015
H -4.31 1.17 2.69 0.000
H -4.68 2.07 4.26 0.004
H -3.51 0.67 4.23 0.001
H -2.34 2.65 4.36 0.020
H -3.27 3.45 3.13 0.013
H -1.36 2.72 2.45 0.006
C -4.06 2.03 -0.35 0.001
C -5.08 3.08 -0.93 0.004
O -4.63 4.40 -0.75 0.010
H -3.74 2.18 0.68 0.001
H -3.21 1.83 -0.99 0.000
H -4.65 1.11 -0.39 0.000
H -6.04 2.98 -0.43 0.001
H -5.27 2.96 -2.00 0.001
H -3.81 4.44 -1.24 0.001
C 2.85 -0.97 -3.35 0.002
C 3.45 -0.89 -2.02 0.001
O 3.79 -2.11 -1.44 0.000
H 3.65 -1.26 -4.03 0.000
H 2.50 0.04 -3.57 0.001
H 2.11 -1.77 -3.39 0.000
H 2.79 -0.40 -1.30 0.000
H 4.33 -0.24 -2.05 0.000
H 3.85 -2.01 -0.49 0.000
C 4.80 2.23 2.71 0.031
C 3.33 1.86 2.98 0.032
O 3.09 0.70 2.26 0.005
H 5.05 2.36 1.66 0.003
H 5.47 1.54 3.20 0.002
H 4.96 3.21 3.16 0.018
H 2.58 2.62 2.78 0.013
H 3.16 1.79 4.05 0.017
H 2.29 0.77 1.74 0.002
C -4.15 -1.00 -2.48 0.001
C -3.73 -2.46 -2.62 0.000
O -4.07 -2.93 -3.92 0.000
H -5.21 -0.85 -2.31 0.000
H -3.77 -0.40 -3.31 0.000
H -3.83 -0.56 -1.54 0.000
H -4.22 -3.12 -1.91 0.000
H -2.68 -2.59 -2.37 0.000
H -4.19 -3.88 -3.82 0.000
C 0.14 -4.99 1.27 0.000
C -1.10 -5.40 0.53 0.000
O -2.20 -5.62 1.38 0.000
H 0.10 -4.05 1.82 0.000
H 1.02 -5.09 0.64 0.000
H 0.29 -5.67 2.12 0.000
H -0.85 -6.37 0.10 0.000
H -1.27 -4.70 -0.29 0.000
H -2.52 -4.73 1.55 0.000
C 0.16 -5.80 -3.38 0.000
C -1.06 -5.11 -2.88 0.000
O -2.01 -5.18 -3.95 0.000
H 0.72 -6.30 -2.59 0.000
H 0.85 -5.10 -3.85 0.000
H -0.03 -6.56 -4.13 0.000
H -0.93 -4.10 -2.50 0.000
H -1.51 -5.70 -2.08 0.000
H -2.77 -5.69 -3.68 0.000
C 0.12 4.28 0.60 0.032
C 0.24 4.95 1.97 0.136
O -0.38 4.22 2.98 0.239
H -0.92 3.97 0.51 0.005
H 0.74 3.38 0.56 0.004
H 0.33 5.08 -0.11 0.013
H -0.26 5.92 1.95 0.036
H 1.27 5.17 2.26 0.042
H -0.42 4.75 3.77 0.107
C 4.64 -3.97 1.31 0.000
C 3.70 -2.85 1.69 0.000
O 4.08 -1.55 1.15 0.001
H 4.41 -4.86 1.89 0.000
H 5.65 -3.67 1.59 0.000
H 4.55 -4.24 0.26 0.000
H 3.60 -2.81 2.77 0.000
H 2.69 -3.10 1.37 0.000
H 3.84 -0.80 1.70 0.000

120
Properties=species:S:1:pos:R:3:lowdin_spin:R:1 method="wB97M-V/def2-TZVPD" charge=+1 gap_ev="8.42 / 2.03" spin_multiplicity=2
C 3.85 3.10 0.60 0.000
C 3.99 2.97 2.11 0.000
O 4.05 1.62 2.44 0.000
H 2.90 2.71 0.23 0.000
H 4.71 2.63 0.13 0.000
H 3.82 4.17 0.38 0.000
H 3.17 3.51 2.58 0.000
H 4.96 3.39 2.37 0.000
H 4.29 1.61 3.38 0.000
C 0.08 2.99 1.99 0.000
C -0.61 4.12 1.21 0.000
O -1.82 3.75 0.71 0.000
H 0.86 3.33 2.68 0.000
H 0.51 2.36 1.21 0.000
H -0.59 2.35 2.57 0.000
H 0.02 4.46 0.39 0.000
H -0.60 5.04 1.80 0.000
H -2.21 4.56 0.38 0.000
C 0.17 0.42 -1.19 0.000
C -0.40 -0.66 -0.40 0.000
O -0.40 -0.26 0.96 0.000
H 0.45 0.37 -2.24 0.000
H 1.07 0.85 -0.76 0.000
H -0.56 1.23 -1.19 0.000
H 0.22 -1.54 -0.56 0.000
H -1.41 -0.75 -0.79 0.000
H 0.48 -0.31 1.34 0.000
C -1.08 -2.48 -3.57 0.000
C 0.14 -3.17 -4.10 0.000
O 0.18 -3.06 -5.51 0.000
H -1.36 -2.71 -2.54 0.000
H -1.94 -2.66 -4.22 0.000
H -0.99 -1.39 -3.54 0.000
H 0.20 -4.22 -3.82 0.000
H 0.99 -2.61 -3.72 0.000
H 1.04 -3.36 -5.81 0.000
C 3.38 2.05 -3.60 0.000
C 3.91 0.59 -3.71 0.000
O 2.77 -0.17 -3.71 0.000
H 2.73 2.13 -2.73 0.000
H 2.76 2.29 -4.47 0.000
H 4.28 2.64 -3.48 0.000
H 4.46 0.34 -2.80 0.000
H 4.49 0.49 -4.63 0.000
H 2.99 -1.06 -3.41 0.000
C 0.84 0.71 4.78 0.000
C -0.67 0.61 5.20 0.000
O -0.72 0.39 6.65 0.000
H 1.30 -0.26 4.98 0.000
H 1.39 1.41 5.41 0.000
H 0.95 1.03 3.74 0.000
H -1.12 -0.23 4.67 0.000
H -1.21 1.52 4.98 0.000
H -1.09 1.18 7.06 0.000
C -4.97 2.36 -2.32 0.005
C -3.97 1.61 -1.45 0.011
O -4.67 0.94 -0.43 0.080
H -5.56 1.72 -2.98 0.000
H -4.41 3.05 -2.96 0.001
H -5.66 3.01 -1.78 0.000
H -3.24 2.25 -0.95 0.001
H -3.36 0.90 -2.01 0.006
H -4.13 1.10 0.35 -0.001
O 1.72 -3.77 -1.38 0.000
H 0.78 -3.92 -1.30 0.000
H 2.11 -4.47 -0.85 0.000
O 0.73 -0.26 -5.62 0.000
H 1.42 -0.29 -4.96 0.000
H 0.38 -1.15 -5.65 0.000
O -2.86 1.41 1.72 0.000
H -2.50 2.23 1.39 0.000
H -2.18 0.76 1.54 0.000
C 0.08 -2.93 3.35 0.001
C -0.46 -3.83 4.45 0.000
C -0.98 -2.95 5.61 0.000
O -1.48 -4.64 3.91 -0.002
H 0.22 -3.55 2.46 0.000
H 1.03 -2.44 3.57 0.000
H -0.67 -2.22 3.01 0.000
H 0.29 -4.54 4.81 0.000
H -1.23 -3.60 6.45 0.000
H -1.88 -2.45 5.25 0.000
H -0.27 -2.23 6.01 0.000
H -1.44 -5.50 4.35 0.000
C 0.15 3.46 -6.29 0.000
C -0.57 2.81 -5.13 0.000
C -1.68 3.65 -4.56 0.000
O -1.16 1.60 -5.58 0.000
H 0.64 4.34 -5.88 0.000
H -0.54 3.85 -7.03 0.000
H 0.88 2.70 -6.58 0.000
H 0.11 2.46 -4.36 0.000
H -2.15 3.29 -3.65 0.000
H -2.41 3.85 -5.34 0.000
H -1.28 4.65 -4.36 0.000
H -0.46 0.95 -5.61 0.000
C 3.66 -0.98 0.08 0.000
C 3.05 -1.51 1.37 0.000
C 4.05 -1.89 2.39 0.000
O 2.26 -0.54 1.96 0.000
H 4.36 -1.68 -0.39 0.000
H 4.21 -0.07 0.34 0.000
H 2.88 -0.70 -0.63 0.000
H 2.37 -2.35 1.22 0.000
H 4.60 -1.05 2.83 0.000
H 4.74 -2.61 1.95 0.000
H 3.52 -2.35 3.22 0.000
H 2.85 0.08 2.40 0.000
C -4.46 -3.40 3.07 0.012
C -3.98 -3.46 1.61 0.109
C -3.65 -2.08 0.97 0.114
O -2.79 -4.24 1.57 0.600
H -3.85 -2.78 3.74 0.002
H -4.57 -4.35 3.59 0.000
H -5.46 -2.98 3.15 0.003
H -4.66 -4.00 0.96 0.032
H -2.89 -1.60 1.59 0.001
H -4.49 -1.39 0.97 0.014
H -3.39 -2.06 -0.08 -0.001
H -2.37 -4.24 2.44 0.010

148
Properties=species:S:1:pos:R:3:mulliken_charge:R:1 method="wB97M-V/def2-TZVPD" gap_ev=8.17
C 4.15 -1.02 2.13 0.567
O 4.20 -0.30 3.12 -0.612
N 3.32 -0.69 1.07 -0.062
N 4.79 -2.20 1.98 -0.363
H 3.28 -1.32 0.28 0.219
H 2.89 0.21 1.03 -0.123
H 4.70 -2.65 1.08 0.202
H 5.15 -2.65 2.80 0.227
C 2.37 -3.83 -1.00 0.598
O 3.15 -2.95 -0.60 -0.698
N 1.61 -3.65 -2.09 -0.148
N 2.30 -5.05 -0.42 -0.321
H 1.54 -2.77 -2.58 -0.174
H 0.94 -4.36 -2.34 0.213
H 2.83 -5.25 0.41 0.230
H 1.61 -5.69 -0.77 0.173
C -2.43 -3.81 -3.08 0.288
O -1.86 -4.38 -4.01 -0.717
N -1.88 -2.82 -2.31 0.957
N -3.76 -3.97 -2.82 -0.237
H -2.52 -2.18 -1.88 -0.696
H -0.92 -2.59 -2.47 -0.184
H -4.30 -4.53 -3.46 0.204
H -4.15 -3.50 -2.00 0.383
C 1.96 3.00 2.00 0.263
O 1.93 2.07 2.79 -0.402
N 1.06 3.04 0.96 0.190
N 2.81 4.09 2.00 -0.346
H 0.57 2.20 0.68 0.263
H 1.15 3.70 0.20 0.330
H 3.58 4.07 2.63 0.247
H 2.64 4.87 1.40 0.106
C -3.85 2.10 4.26 0.629
O -3.19 2.58 3.34 -0.595
N -4.16 0.75 4.21 -0.307
N -4.25 2.71 5.39 -0.399
H -3.73 0.24 3.46 -0.052
H -4.37 0.22 5.04 0.275
H -4.28 3.71 5.29 0.279
H -4.87 2.25 6.03 0.182
C -0.96 -5.58 1.16 0.570
O 0.04 -5.30 1.81 -0.761
N -1.83 -6.58 1.42 -0.461
N -1.29 -4.88 0.01 0.104
H -1.67 -7.08 2.28 0.246
H -2.70 -6.63 0.92 0.165
H -1.85 -5.30 -0.71 0.169
H -0.96 -3.94 -0.14 -0.203
C 4.00 -1.21 -3.86 0.828
O 2.94 -1.61 -4.36 -0.702
N 4.63 -0.13 -4.44 -0.356
N 4.59 -1.68 -2.75 -0.219
H 5.54 0.16 -4.13 0.144
H 4.17 0.34 -5.19 0.163
H 5.49 -1.30 -2.52 0.175
H 4.16 -2.31 -2.09 -0.018
C -3.33 0.49 -3.51 0.429
O -3.94 -0.53 -3.17 -0.597
N -3.45 1.67 -2.83 -0.283
N -2.32 0.43 -4.42 -0.323
H -2.94 2.51 -2.98 0.212
H -4.08 1.55 -2.05 0.221
H -2.24 -0.41 -4.96 0.244
H -2.00 1.32 -4.76 0.192
C 0.59 5.49 -2.43 0.463
O -0.51 6.03 -2.47 -0.678
N 1.31 5.27 -1.27 -0.430
N 1.19 5.01 -3.55 -0.072
H 0.85 5.65 -0.46 0.253
H 2.31 5.23 -1.35 0.154
H 0.62 5.06 -4.37 0.191
H 2.08 4.55 -3.57 -0.096
C 1.05 -2.36 3.51 0.423
O 1.56 -1.31 3.90 -0.517
N 0.17 -3.08 4.29 -0.311
N 1.08 -2.74 2.20 0.399
H -0.18 -3.93 3.87 0.130
H 0.26 -2.88 5.27 0.266
H 1.66 -2.20 1.58 -0.404
H 0.82 -3.70 1.98 0.277
C 4.65 4.93 -5.30 -1.460
C 4.41 3.47 -5.59 0.106
C 2.98 2.98 -5.35 -0.312
O 2.01 3.80 -5.94 -0.429
C 0.76 3.17 -6.13 -0.574
N 4.91 3.14 -6.93 -0.736
H 3.96 5.57 -5.85 0.287
H 5.62 5.29 -5.64 0.457
H 4.49 5.16 -4.24 0.310
H 5.02 2.81 -4.96 0.293
H 2.88 2.91 -4.26 0.019
H 2.89 1.95 -5.71 0.597
H 0.11 3.83 -6.71 0.399
H 0.29 2.90 -5.18 0.018
H 0.94 2.20 -6.62 0.399
H 4.61 2.23 -7.26 0.273
H 4.49 3.74 -7.64 0.279
C -4.50 -0.46 0.48 -1.500
C -4.34 -1.98 0.35 2.910
C -4.57 -2.70 1.65 -1.371
O -3.82 -2.06 2.67 0.100
C -3.66 -2.83 3.85 -0.415
N -5.22 -2.53 -0.69 -0.905
H -4.54 -0.04 -0.52 0.325
H -3.66 -0.01 1.01 0.142
H -5.45 -0.21 0.97 0.389
H -3.31 -2.13 0.01 -1.154
H -4.40 -3.79 1.67 0.361
H -5.63 -2.57 1.92 0.368
H -3.21 -2.18 4.61 -0.207
H -2.90 -3.58 3.61 0.164
H -4.60 -3.24 4.22 0.378
H -6.18 -2.32 -0.42 0.351
H -5.22 -1.95 -1.53 0.179
C 0.23 1.61 -2.17 -0.508
C 0.54 0.18 -1.67 0.348
C -0.41 -0.19 -0.54 1.003
O -0.29 0.63 0.58 -1.100
C -0.77 0.14 1.80 0.822
N 0.51 -0.83 -2.73 -0.207
H 1.03 1.96 -2.83 0.074
H 0.22 2.36 -1.39 0.024
H -0.74 1.70 -2.67 -0.291
H 1.57 0.38 -1.37 0.214
H -0.27 -1.25 -0.29 0.026
H -1.45 -0.21 -0.91 -0.132
H -1.79 0.43 2.07 -0.188
H -0.15 0.41 2.65 -0.846
H -0.78 -0.96 1.82 0.010
H -0.36 -0.62 -3.22 -0.042
H 1.23 -0.51 -3.38 0.161
C -1.38 -0.35 6.35 -0.946
C -0.22 0.46 5.82 2.866
C -0.48 1.97 5.79 -0.867
O 0.74 2.63 5.40 -0.271
C 0.61 4.02 5.38 -0.909
N 0.98 0.18 6.62 -0.595
H -1.13 -1.41 6.40 0.357
H -2.28 -0.21 5.74 -0.390
H -1.52 -0.04 7.39 0.475
H -0.05 0.24 4.76 -1.887
H -0.80 2.35 6.77 0.460
H -1.20 2.27 5.02 0.192
H 0.39 4.53 4.44 0.234
H 1.60 4.39 5.64 0.316
H -0.11 4.46 6.09 0.364
H 0.95 -0.73 7.06 0.309
H 0.90 0.79 7.44 0.303

DFT total energy in eV, matching the order above: -54838.645 -56913.293 -92759.878
Energy above the lowest of the compared OMol25 structures with the same formula, charge and spin in kJ/mol, matching the order above: 205.2 33.3 42.1